Entry 1:
Formula: C54H45F3N5O10SSbSr
Source: the OMol25 dataset
Level of theory: ωB97M-V with the def2-TZVPD basis set

CARTESIAN COORDINATES (ANGSTROEM)
1 Sr 0.590 -0.346 0.553
2 O 3.027 -2.825 -2.041
3 C 2.445 -2.278 -1.089
4 O 2.212 -1.039 -0.910
5 C 1.934 -3.238 0.000
6 C 2.266 -4.589 -0.058
7 C 1.769 -5.445 0.911
8 C 0.939 -4.938 1.905
9 C 0.656 -3.587 1.889
10 N 1.151 -2.745 0.968
11 H 2.901 -4.920 -0.867
12 H 2.019 -6.500 0.893
13 H 0.522 -5.575 2.678
14 H 0.010 -3.138 2.641
15 C 4.372 3.968 5.225
16 C 4.426 2.461 5.312
17 C 4.685 1.817 6.519
18 C 4.717 0.429 6.602
19 C 4.502 -0.318 5.451
20 C 4.253 0.303 4.227
21 C 4.209 1.685 4.171
22 S 4.541 -2.078 5.546
23 O 5.669 -2.514 4.774
24 O 4.408 -2.423 6.937
25 N 3.218 -2.580 4.767
26 C 1.869 -2.369 5.371
27 C 1.287 -1.008 5.008
28 C 1.269 -0.794 3.506
29 O 2.380 -0.920 2.910
30 O 0.168 -0.515 2.949
31 H 4.323 4.421 6.217
32 H 3.500 4.295 4.654
33 H 5.258 4.362 4.718
34 H 4.846 2.411 7.416
35 H 4.887 -0.081 7.543
36 H 4.028 -0.281 3.339
37 H 3.972 2.169 3.226
38 H 3.204 -2.198 3.810
39 H 1.944 -2.495 6.446
40 H 1.228 -3.164 4.992
41 H 1.912 -0.227 5.452
42 H 0.272 -0.907 5.397
43 F 2.158 -2.259 -8.322
44 C 1.711 -1.785 -7.132
45 C 0.652 -0.897 -7.135
46 C 0.201 -0.413 -5.912
47 C 0.791 -0.806 -4.701
48 C 1.855 -1.707 -4.752
49 C 2.323 -2.203 -5.976
50 Sb 0.046 0.079 -2.832
51 C -1.993 -0.361 -3.447
52 C -2.284 -1.722 -3.625
53 C -3.569 -2.168 -3.920
54 C -4.572 -1.229 -4.038
55 F -5.829 -1.651 -4.319
56 C -4.347 0.118 -3.874
57 C -3.050 0.543 -3.569
58 C 0.443 1.995 -3.816
59 C -0.409 3.082 -4.016
60 C 0.042 4.279 -4.573
61 C 1.372 4.389 -4.907
62 F 1.817 5.554 -5.439
63 C 2.265 3.361 -4.716
64 C 1.789 2.168 -4.175
65 H 0.199 -0.595 -8.074
66 H -0.626 0.292 -5.910
67 H 2.343 -2.031 -3.835
68 H 3.149 -2.905 -6.021
69 H -1.491 -2.460 -3.524
70 H -3.794 -3.223 -4.042
71 H -5.170 0.818 -3.974
72 H -2.885 1.602 -3.412
73 H -1.451 3.024 -3.731
74 H -0.621 5.122 -4.726
75 H 3.309 3.493 -4.979
76 H 2.498 1.353 -4.031
77 N -1.320 2.254 -1.272
78 C -2.341 2.505 -0.813
79 C -3.634 2.733 -0.198
80 C -3.981 1.988 0.921
81 C -5.213 2.197 1.526
82 C -6.091 3.145 1.015
83 C -5.737 3.892 -0.104
84 C -4.504 3.689 -0.712
85 H -3.263 1.267 1.293
86 H -5.483 1.622 2.404
87 H -7.051 3.308 1.494
88 H -6.420 4.635 -0.501
89 H -4.206 4.266 -1.580
90 O -1.777 -0.208 0.471
91 C -1.859 -1.346 -0.078
92 O -0.938 -1.906 -0.723
93 C -3.172 -2.109 0.057
94 C -4.159 -1.687 0.934
95 C -5.358 -2.385 1.045
96 C -5.580 -3.511 0.272
97 C -4.581 -3.917 -0.591
98 C -3.380 -3.251 -0.706
99 N -4.821 -5.132 -1.428
100 O -5.830 -5.763 -1.227
101 O -3.985 -5.434 -2.239
102 H -3.961 -0.814 1.539
103 H -6.123 -2.050 1.736
104 H -6.502 -4.071 0.325
105 H -2.604 -3.594 -1.377
106 C 3.378 2.037 -0.510
107 C 2.174 2.743 0.070
108 C 1.859 4.080 -0.057
109 C 0.660 4.282 0.703
110 C 0.335 3.050 1.225
111 C -0.793 2.728 2.179
112 N 1.245 2.088 0.856
113 H 4.044 2.770 -0.974
114 H 3.129 1.286 -1.269
115 H 3.942 1.504 0.265
116 H 2.421 4.820 -0.625
117 H 0.100 5.207 0.835
118 H -0.469 2.754 3.228
119 H -1.209 1.727 2.017
120 H -1.603 3.460 2.070

The calculation puts the energy above the lowest of the compared OMol25 structures with the same formula, charge and spin at 139.5 kJ/mol. The value obtained for the HOMO-LUMO gap is 0.1803 hartree. As for the total energy: -111019.5412 eV. The HOMO energy comes out at -1.735 eV. Its maximum force is 2.1 eV/A. Its charge is -2. As for the spin multiplicity: 1.



Entry 2:
Formula: C54H47AsBrClF4IN3P2SZr
Source: the OMol25 dataset
Level of theory: ωB97M-V with the def2-TZVPD basis set

CARTESIAN COORDINATES (ANGSTROEM)
1 Zr 2.410 1.525 -0.104
2 F 5.100 -2.647 -5.848
3 C 4.945 -2.212 -4.648
4 C 5.803 -2.721 -3.648
5 F 6.537 -3.767 -3.978
6 C 5.733 -2.174 -2.375
7 F 6.545 -2.664 -1.430
8 C 4.813 -1.131 -2.076
9 P 4.721 -0.404 -0.340
10 C 6.474 -0.029 0.051
11 C 7.083 0.897 -0.807
12 C 8.400 1.245 -0.648
13 C 9.061 0.764 0.474
14 C 8.443 -0.150 1.312
15 C 7.171 -0.569 1.127
16 C 4.283 -1.781 0.782
17 C 4.140 -3.069 0.319
18 C 3.901 -4.155 1.163
19 C 3.796 -3.913 2.552
20 C 3.806 -2.597 3.015
21 C 4.064 -1.573 2.186
22 C 3.922 -0.705 -3.074
23 Br 2.482 0.482 -2.766
24 C 3.949 -1.253 -4.363
25 F 3.080 -0.860 -5.337
26 H 6.462 1.310 -1.570
27 H 8.878 1.948 -1.356
28 H 10.162 1.006 0.620
29 H 8.910 -0.695 2.123
30 H 6.734 -1.268 1.808
31 H 4.165 -3.221 -0.743
32 H 3.930 -5.138 0.642
33 H 3.648 -4.773 3.217
34 H 3.612 -2.410 4.081
35 H 4.018 -0.565 2.632
36 S 1.151 -0.867 0.119
37 C 0.699 -1.008 1.716
38 N 0.392 -1.358 2.763
39 Cl 0.578 2.756 -1.103
40 I 4.222 2.525 2.106
41 C 3.755 3.064 -1.309
42 C 3.451 4.452 -1.177
43 C 4.289 5.435 -1.659
44 C 5.439 4.999 -2.350
45 C 5.641 3.657 -2.521
46 N 4.827 2.743 -2.016
47 H 2.501 4.763 -0.838
48 H 4.053 6.493 -1.678
49 H 6.089 5.726 -2.739
50 H 6.441 3.355 -3.083
51 C 1.350 4.482 2.865
52 C 1.330 2.943 2.773
53 C -0.090 2.596 2.320
54 C 1.658 2.248 4.105
55 N 2.223 2.511 1.695
56 H 0.888 4.922 3.754
57 H 0.927 5.005 2.008
58 H 2.345 4.953 2.873
59 H -0.808 3.031 2.994
60 H -0.290 1.541 2.251
61 H -0.327 3.051 1.337
62 H 0.856 2.346 4.847
63 H 2.503 2.649 4.598
64 H 1.830 1.163 3.974
65 C -3.201 -1.134 0.362
66 C -4.467 -1.858 -0.108
67 As -6.095 -0.826 0.289
68 C -7.291 -2.419 0.221
69 C -7.234 -3.177 -0.956
70 C -8.082 -4.238 -1.132
71 C -8.953 -4.619 -0.089
72 C -9.070 -3.876 1.040
73 C -8.190 -2.801 1.204
74 C -6.008 -0.713 2.247
75 C -5.416 -1.721 2.999
76 C -5.454 -1.701 4.379
77 C -6.013 -0.622 5.042
78 C -6.543 0.414 4.325
79 C -6.531 0.403 2.917
80 P -2.530 0.369 -0.581
81 C -1.795 -0.287 -2.122
82 C -1.490 -1.630 -2.354
83 C -0.765 -2.032 -3.535
84 C -0.456 -1.052 -4.472
85 C -0.786 0.292 -4.276
86 C -1.458 0.672 -3.120
87 C -4.073 1.229 -1.194
88 C -4.672 2.056 -0.211
89 C -5.841 2.749 -0.480
90 C -6.345 2.789 -1.765
91 C -5.796 1.959 -2.755
92 C -4.717 1.154 -2.432
93 H -2.358 -1.774 0.428
94 H -3.287 -0.726 1.363
95 H -4.585 -2.849 0.341
96 H -4.516 -2.140 -1.179
97 H -6.708 -2.733 -1.803
98 H -8.140 -4.662 -2.125
99 H -9.631 -5.469 -0.358
100 H -9.786 -4.056 1.811
101 H -8.220 -2.208 2.108
102 H -4.861 -2.563 2.532
103 H -5.071 -2.562 4.945
104 H -6.132 -0.622 6.128
105 H -6.947 1.300 4.792
106 H -6.936 1.254 2.348
107 H -1.700 -2.332 -1.543
108 H -0.374 -3.023 -3.708
109 H 0.049 -1.263 -5.462
110 H -0.464 1.047 -5.012
111 H -1.896 1.671 -2.980
112 H -4.213 2.244 0.794
113 H -6.195 3.366 0.319
114 H -7.256 3.473 -1.887
115 H -6.335 1.805 -3.694
116 H -4.266 0.529 -3.216

The calculation puts the energy above the lowest of the compared OMol25 structures with the same formula, charge and spin at 306.6 kJ/mol. The value obtained for the HOMO-LUMO gap is 0.2664 hartree. As for the total energy: -254297.4075 eV. The HOMO energy comes out at -7.661 eV. Its maximum force is 3.0 eV/A. Its charge is 0. As for the spin multiplicity: 1.